Here is an isolated ion of composition C20H22F and charge +1 from OMol25. Energies are from ωB97M-V with the def2-TZVPD basis set.

Structure (XYZ):
```
43
Properties=species:S:1:pos:R:3
C -0.6176 2.9349 3.3262
C 0.0986 3.3991 2.0540
C -0.5120 2.8330 0.7821
C -0.7548 1.3732 0.7322
C -0.7435 0.6513 -0.5567
C -1.4150 0.8582 1.9939
C -0.9083 1.4280 3.3319
H 0.0072 3.1954 4.1958
H -1.5361 3.5058 3.4712
H 0.1316 4.4952 2.0263
H 1.1361 3.0748 2.1388
H -1.4020 3.4422 0.5583
H 0.1483 3.0806 -0.0362
H -1.3261 -0.2776 -0.4533
H -1.1933 1.2594 -1.4138
H -2.5174 0.9879 2.0306
H -1.3412 -0.2244 2.0581
H 0.0336 0.9464 3.6004
H -1.5963 1.2057 4.1606
F 2.5740 -3.0479 3.2598
C 2.1979 -2.5120 2.0666
C 2.8856 -1.4383 1.5198
C 2.3595 -0.9010 0.3510
C 1.2168 -1.3862 -0.2704
C 0.4374 -0.3883 -1.1393
C 0.0285 -0.9831 -2.5082
C 0.2862 -0.2407 -3.6404
C -0.3084 -0.5384 -4.9044
C -1.2272 -1.5933 -5.0021
C -1.4135 -2.4245 -3.8757
C -0.7974 -2.1080 -2.6602
C 0.7255 -2.6019 0.2311
C 1.1670 -3.1750 1.3952
H 3.7620 -1.0382 2.0695
H 2.8253 0.0087 0.0163
H 1.1678 0.3936 -1.3875
H 0.9162 0.6436 -3.6117
H -0.1316 0.0852 -5.7880
H -1.7667 -1.8112 -5.9230
H -2.1015 -3.2860 -3.9399
H -1.0442 -2.7282 -1.7973
H -0.1455 -3.0127 -0.2491
H 0.6946 -4.0851 1.7875
```

Values from the calculation:
frontier orbital gap: 6.02 eV
total charge: +1

Results of the natural (NBO) charge analysis, in e, for atoms 1 through 2:
1 C -0.408
2 C -0.390